The following is a quantum chemistry calculation of a structure of composition C37H37Cl3O2P2Zr, from the Open Molecules 2025 dataset.

Properties
energy relative to the best compared isomer or geometry (same formula, charge and spin): 1.6 kcal/mol
HOMO level: -13.209 eV
frontier orbital gap: 5.46 eV
LUMO: -0.2846 hartree
net charge: +2

Geometry as XYZ:
```
82
Properties=species:S:1:pos:R:3:forces:R:3:lowdin_charge:R:1
Zr 2.52377 0.84164 1.34014 3.046 1.725 1.036 1.65
C -2.45884 -2.71265 -2.88861 0.301 0.179 -0.118 -0.10
C -2.40198 -1.41220 -3.20153 -0.040 -0.574 -0.223 -0.14
C -3.57213 -0.46923 -3.22963 -0.193 0.235 0.107 -0.18
C -4.66136 -0.70090 -2.15447 -0.293 0.388 -0.230 -0.19
C -4.15045 -0.97059 -0.76451 0.041 -0.157 0.256 -0.11
C -3.88000 -2.17611 -0.25185 -0.437 0.403 0.097 -0.12
C -3.99480 -3.48773 -0.96523 0.112 -0.354 -0.274 -0.18
C -3.69501 -3.47181 -2.48570 -0.216 -0.492 -0.049 -0.19
C 2.57403 1.22116 3.51893 -0.767 -0.298 0.215 -0.27
H -1.56160 -3.34293 -2.96697 -0.171 0.495 0.053 0.11
H -1.46567 -0.98601 -3.57548 -0.059 -0.268 0.113 0.08
H -4.06730 -0.50917 -4.21586 0.244 0.063 0.237 0.13
H -3.19830 0.56146 -3.12362 -0.049 -0.188 -0.059 0.10
H -5.25083 0.22962 -2.10029 0.071 -0.367 -0.100 0.12
H -5.35491 -1.48152 -2.49389 0.218 0.299 0.285 0.11
H -4.07789 -0.06973 -0.14083 0.032 -0.425 0.032 0.10
H -3.65863 -2.28349 0.81212 -0.006 0.234 -0.269 0.07
H -5.00989 -3.90013 -0.82703 0.303 0.104 0.035 0.13
H -3.31231 -4.20877 -0.48813 -0.169 0.202 -0.061 0.11
H -3.53450 -4.52274 -2.77821 -0.194 0.346 0.016 0.12
H -4.58529 -3.13135 -3.03086 0.435 -0.130 0.063 0.11
H 3.26540 0.45379 3.91873 -0.072 0.031 -0.091 0.04
H 1.64136 1.17862 4.09347 0.402 0.073 0.139 0.00
H 3.03493 2.20535 3.71680 -0.111 -0.228 -0.288 0.02
P 1.54099 0.36121 -1.08951 -0.705 -0.887 -1.316 0.95
P 0.00845 0.54022 1.94677 -1.269 0.180 0.903 0.91
C -0.24638 0.33763 -0.81761 -1.155 0.005 0.672 -0.26
C -0.86908 0.51819 0.38129 0.225 0.077 -1.355 -0.27
C 1.89748 1.56752 -2.41719 -0.054 0.422 0.128 -0.37
C 0.88339 1.91282 -3.32263 0.071 0.170 0.075 -0.07
C 1.10587 2.91428 -4.27359 0.130 -0.044 0.031 -0.04
C 2.33313 3.58554 -4.32309 -0.130 -0.318 0.325 -0.03
C 3.34991 3.22446 -3.42955 -0.099 -0.056 -0.111 -0.06
C 3.15064 2.20889 -2.49619 -0.372 -0.013 0.143 -0.10
C 1.97456 -1.27909 -1.79680 0.158 -0.191 0.152 -0.36
C 1.87609 -2.39870 -0.94839 0.437 0.207 -0.126 -0.11
C 2.41125 -3.62315 -1.34962 -0.114 -0.007 0.048 -0.06
C 2.99015 -3.76495 -2.61567 -0.227 0.303 0.114 -0.04
C 3.00884 -2.67365 -3.49086 -0.075 -0.139 0.186 -0.04
C 2.51592 -1.43025 -3.08580 0.058 0.100 0.221 -0.06
C -0.75634 1.89799 2.93143 0.088 0.087 0.244 -0.36
C -0.44061 3.22489 2.58227 -0.005 -0.289 0.128 -0.10
C -0.97757 4.29003 3.30581 -0.013 -0.123 -0.084 -0.06
C -1.84006 4.04224 4.38040 0.226 -0.265 -0.148 -0.04
C -2.12183 2.72435 4.76361 0.099 0.207 -0.212 -0.05
C -1.58190 1.65006 4.04738 0.159 0.080 -0.229 -0.06
C -0.38808 -1.03353 2.80707 0.168 -0.344 -0.243 -0.36
C 0.49958 -1.54154 3.77350 -0.025 0.146 -0.205 -0.10
C 0.20533 -2.72770 4.44256 -0.158 0.000 -0.031 -0.05
C -0.98228 -3.41368 4.16473 0.060 0.280 -0.258 -0.04
C -1.85064 -2.93691 3.17170 0.230 0.078 0.126 -0.04
C -1.54545 -1.76031 2.48064 0.126 0.115 0.157 -0.07
H -0.84212 0.11349 -1.71191 -0.054 0.327 0.359 0.06
H -1.95025 0.69945 0.45502 0.320 -0.500 -0.339 0.08
H -0.08797 1.41607 -3.26811 0.288 0.240 -0.134 0.10
H 0.30982 3.18158 -4.96988 0.233 -0.098 0.210 0.12
H 2.49297 4.39045 -5.04433 -0.050 -0.311 0.254 0.12
H 4.30224 3.75006 -3.45330 -0.154 -0.171 -0.041 0.11
H 3.96706 1.92844 -1.82333 -0.240 0.099 -0.183 0.10
H 1.41314 -2.29153 0.03975 0.077 -0.143 -0.217 0.09
H 2.38204 -4.47097 -0.66537 -0.038 0.194 -0.207 0.12
H 3.41232 -4.72730 -2.91428 -0.151 0.366 0.069 0.12
H 3.42658 -2.79776 -4.48917 -0.111 0.118 0.240 0.12
H 2.57359 -0.57729 -3.76589 0.002 -0.264 0.238 0.11
H 0.24805 3.41280 1.75111 -0.259 0.094 0.184 0.10
H -0.71619 5.31440 3.03003 -0.142 -0.352 0.095 0.12
H -2.27058 4.88420 4.92448 0.128 -0.308 -0.105 0.12
H -2.76294 2.54475 5.62920 0.203 -0.029 -0.330 0.12
H -1.80017 0.62704 4.36161 0.057 0.300 -0.127 0.11
H 1.42030 -0.99942 3.99990 -0.315 -0.242 0.077 0.07
H 0.90221 -3.11189 5.18839 -0.232 0.108 -0.198 0.12
H -1.22017 -4.32611 4.71125 0.049 0.239 -0.178 0.12
H -2.76670 -3.48780 2.94194 0.329 0.225 0.037 0.12
H -2.19919 -1.40356 1.68557 0.135 -0.104 0.272 0.07
Cl 6.98679 3.02229 1.11352 -0.357 0.272 -0.027 0.70
C 5.35453 3.68444 1.17501 0.276 -0.222 -0.136 -1.51
Cl 5.04053 4.46840 2.73833 0.020 -0.201 -0.338 0.69
Cl 5.02687 4.77896 -0.18319 0.148 -0.150 0.256 0.69
C 4.33569 2.54612 1.04419 -0.578 -0.804 0.273 -0.74
O 4.65112 1.29763 1.02478 -0.452 1.472 -0.055 -0.13
O 3.07129 2.86162 1.03453 0.607 -1.230 -0.204 -0.19
```
Positions in Å, forces in eV/Å.

---

The following is a quantum chemistry calculation of a cluster of 3 separate species, C4H15N3O in total, from the Open Molecules 2025 dataset.

Properties
energy relative to the best compared isomer or geometry (same formula, charge and spin): 141.8 kcal/mol
HOMO level: -6.674 eV
frontier orbital gap: 7.25 eV
LUMO: 0.0213 hartree
net charge: 0

Geometry as XYZ:
```
23
Properties=species:S:1:pos:R:3:forces:R:3:lowdin_charge:R:1
C 1.01876 0.47322 -0.62837 -1.043 -0.182 -0.731 0.02
C -1.26161 -1.45339 -1.05438 0.115 -0.058 -0.025 -0.10
C -1.89233 0.90557 -1.18059 0.052 0.121 -0.121 -0.10
C 1.85966 -0.69953 -0.99091 -0.196 -0.167 0.070 -0.12
N -1.01431 -0.09458 -0.60530 1.167 0.291 1.451 -0.20
H 0.71733 1.08715 -1.47228 0.123 0.011 -0.099 0.08
H 1.36149 1.05384 0.22016 -0.355 -0.180 0.373 0.06
H -0.60147 -2.12193 -0.50500 0.015 0.007 -0.048 0.09
H -1.06927 -1.54296 -2.12818 -0.012 -0.005 0.060 0.09
H -2.29758 -1.76462 -0.86253 0.088 0.136 -0.016 0.09
H -1.65147 1.88730 -0.77110 -0.011 -0.052 0.022 0.09
H -1.75691 0.94698 -2.26616 0.005 -0.026 0.057 0.09
H -2.95177 0.69444 -0.98364 0.150 -0.042 0.034 0.09
H 2.80349 -0.33038 -1.41324 -0.094 0.096 0.059 0.09
H 2.08208 -1.30689 -0.11693 -0.022 0.056 0.000 0.08
H 1.39814 -1.31856 -1.76090 0.004 0.016 -0.002 0.07
N 1.24778 0.34632 2.25222 0.220 0.287 -0.148 -0.29
N 0.64207 1.20434 3.21532 0.025 -0.145 -0.042 -0.03
O 0.34257 -0.36379 1.49124 -0.154 -0.183 0.308 -0.37
H -0.91587 -0.06343 0.46757 0.087 0.064 -1.161 0.10
H 1.79862 -0.32558 2.78257 -0.217 0.078 0.044 0.09
H 0.33484 2.03749 2.72371 0.004 -0.107 0.022 0.05
H -0.19425 0.74900 3.58675 0.052 -0.016 -0.104 0.05
```
Positions in Å, forces in eV/Å.

---

The following is a quantum chemistry calculation of an isolated molecule of C7H9F3N2O2, from the Open Molecules 2025 dataset.

Properties
SMILES string: CC#CNC(=O)N(C)[C@H](O)C(F)(F)F
HOMO level: -9.067 eV
frontier orbital gap: 9.51 eV
LUMO: 0.0163 hartree
net charge: 0

Geometry as XYZ:
```
23
Properties=species:S:1:pos:R:3:forces:R:3:lowdin_charge:R:1
C 3.49922 1.77604 -0.69553 1.190 1.764 -1.276 -0.13
C 2.53756 0.70548 -0.71544 -1.294 -0.804 -1.044 -0.09
C 1.68670 -0.15044 -0.79237 1.440 1.860 1.050 -0.13
N 0.93010 -1.20752 -1.06945 0.012 0.377 0.011 0.12
C -0.12830 -1.81661 -0.39504 -0.437 0.265 0.001 -0.45
O -0.40682 -2.96786 -0.64391 -0.121 0.414 0.400 0.10
N -0.82647 -1.00215 0.52969 -0.259 -3.166 -0.090 -0.02
C -1.94754 -1.71318 1.25523 -0.864 2.534 -1.250 0.01
C -0.85045 0.36984 0.45944 -1.630 2.224 -1.660 -0.36
O -0.85046 0.91647 1.71143 1.889 0.616 1.536 0.04
C -2.16748 0.98784 -0.29383 1.443 0.475 -0.389 -0.53
F -2.13786 0.53311 -1.56485 -0.067 -0.344 0.112 0.13
F -3.33591 0.70548 0.23340 -0.634 -1.009 0.627 0.17
F -2.18931 2.33754 -0.39703 0.931 -0.231 0.262 0.13
H 4.48591 1.50560 -1.29427 -2.173 0.625 1.130 0.12
H 3.75124 1.78038 0.34944 0.728 0.807 0.504 0.05
H 3.08913 2.86793 -1.02164 0.941 -2.754 0.674 0.13
H 1.41141 -1.58876 -1.84716 -0.757 -1.838 -0.721 0.15
H -2.38482 -1.14843 2.12125 0.751 0.207 -1.115 0.11
H -2.75534 -1.81133 0.47216 0.738 -0.882 1.238 0.12
H -1.49416 -2.52838 1.71782 0.147 -2.030 0.061 0.07
H -0.00195 0.68478 -0.14812 -0.419 0.483 -0.001 0.12
H 0.08557 0.76418 2.02876 -1.553 0.407 -0.061 0.15
```
Positions in Å, forces in eV/Å.

---

The following is a quantum chemistry calculation of an isolated molecule of C6H9N, from the Open Molecules 2025 dataset.

Properties
energy relative to the best compared isomer or geometry (same formula, charge and spin): 99.4 kcal/mol
HOMO level: -6.006 eV
frontier orbital gap: 6.23 eV
LUMO: 0.0082 hartree
net charge: 0

Geometry as XYZ:
```
16
Properties=species:S:1:pos:R:3:forces:R:3:lowdin_charge:R:1
C 1.65032 -1.15351 -0.50804 0.387 0.831 -0.667 -0.13
C 0.33535 -0.57105 -0.62364 -1.606 0.864 0.587 -0.41
C -0.12679 0.58332 0.20795 -0.048 -0.017 0.620 -0.26
C 0.75096 1.76913 0.38521 0.020 0.043 0.227 -0.04
C -1.35380 0.37129 0.77983 -0.120 -0.205 -0.130 -0.03
C -1.82279 -0.89155 0.30637 -0.016 -0.088 0.364 -0.09
N -0.91693 -1.49421 -0.39448 0.113 0.040 -0.160 0.08
H 2.30366 -0.77406 0.33238 -0.950 -0.271 -1.039 0.01
H -0.28922 -0.02927 -1.50423 1.896 -0.841 -0.013 0.21
H 2.16360 -1.24357 -1.47479 0.016 -0.220 0.512 -0.02
H 0.20964 2.65227 0.73977 0.001 -0.181 -0.147 0.08
H 1.34491 2.01036 -0.50487 -0.214 -0.212 0.190 0.10
H 1.45012 1.47490 1.17249 0.203 0.152 -0.070 0.09
H -1.91655 1.00789 1.46138 0.210 -0.054 -0.426 0.11
H -2.81755 -1.30731 0.45911 0.211 0.051 0.029 0.13
H -0.96492 -2.40462 -0.83443 -0.102 0.108 0.124 0.15
```
Positions in Å, forces in eV/Å.

---

The following is a quantum chemistry calculation of a structure of composition C18H28AuB2F4N6, from the Open Molecules 2025 dataset.

Properties
HOMO level: -12.542 eV
frontier orbital gap: 6.52 eV
LUMO: -0.2213 hartree
net charge: +1

Geometry as XYZ:
```
59
Properties=species:S:1:pos:R:3:forces:R:3:lowdin_charge:R:1
Au 0.05635 0.12367 -0.11011 -0.133 -0.134 0.416 1.42
C -3.92844 2.24371 2.38446 -0.060 0.007 0.101 -0.05
C -2.55983 2.38985 1.71075 0.094 -0.156 0.104 -0.34
C -2.69736 2.17802 0.21185 -0.079 -0.178 -0.012 -0.08
C -1.58981 1.45282 2.38961 0.203 0.025 -0.180 -0.22
C -1.32581 1.36818 3.75686 -0.149 0.039 0.371 0.02
C -0.49266 0.28488 3.92737 0.022 -0.033 0.092 -0.02
N -0.23020 -0.25524 2.73044 -0.049 0.294 -0.091 -0.01
N -0.89684 0.47955 1.78901 -0.424 0.054 -0.211 0.02
B 0.52271 -1.55767 2.37748 0.012 -0.034 0.034 -0.48
N -0.34616 -2.28037 1.30752 -0.353 -0.248 0.020 0.01
C -0.94344 -3.47176 1.25888 -0.070 -0.182 -0.041 0.00
C -1.58999 -3.60491 0.03592 -0.018 -0.163 0.028 0.03
C -1.35018 -2.42525 -0.66372 0.048 0.116 0.159 -0.20
N -0.61144 -1.65914 0.15444 0.123 -0.207 -0.219 -0.08
C -1.73004 -2.00285 -2.05547 0.115 -0.001 0.058 -0.34
C -0.90937 -2.78354 -3.08815 0.034 -0.028 0.008 -0.04
C -1.58874 -0.49507 -2.27567 0.106 -0.010 0.192 -0.06
N 1.87212 -1.29992 1.68033 0.135 0.307 -0.213 -0.02
C 3.10637 -1.65868 2.05151 -0.034 -0.145 0.093 -0.03
C 3.98913 -1.31353 1.05515 0.363 -0.002 0.071 0.02
C 3.23596 -0.70767 0.04992 -0.346 -0.172 0.033 -0.23
N 1.95361 -0.71334 0.44785 0.445 -0.004 -0.286 0.03
C 3.76482 -0.15826 -1.24575 -0.206 0.076 0.059 -0.35
C 2.76234 -0.19965 -2.39726 -0.073 -0.003 0.096 -0.07
C 4.31634 1.24943 -1.00903 0.132 0.002 -0.008 -0.03
H -4.62707 2.96250 1.95545 0.010 -0.017 0.028 0.09
H -3.87233 2.42416 3.45866 -0.032 -0.001 -0.060 0.08
H -4.33345 1.23965 2.23038 0.038 0.044 -0.003 0.09
H -2.19890 3.40128 1.89806 0.071 0.106 -0.048 0.15
H -2.99572 1.14489 -0.00015 -0.025 0.070 0.059 0.07
H -1.79010 2.41928 -0.33053 0.186 0.033 -0.090 0.05
H -3.48311 2.82249 -0.18142 0.012 0.022 0.034 0.10
H -1.73629 2.00179 4.52648 0.042 -0.077 -0.027 0.12
H -0.08321 -0.15557 4.82437 -0.038 0.046 -0.066 0.14
H 0.66712 -2.25246 3.34130 0.018 0.130 -0.096 0.13
H -0.86420 -4.15093 2.09434 -0.032 0.050 -0.079 0.14
H -2.16278 -4.44766 -0.31592 0.054 0.030 0.058 0.13
H -2.78133 -2.26500 -2.17847 -0.078 0.006 -0.037 0.15
H 0.14890 -2.51469 -3.02320 -0.050 -0.016 0.008 0.08
H -1.25940 -2.55394 -4.09502 0.019 0.001 0.028 0.09
H -0.99571 -3.85896 -2.93395 -0.001 0.028 -0.008 0.09
H -0.51423 -0.18267 -2.20218 -0.200 -0.099 -0.203 0.06
H -2.21087 0.08899 -1.59411 -0.003 -0.046 -0.098 0.06
H -1.86735 -0.21349 -3.29051 0.024 0.009 -0.007 0.11
H 3.26641 -2.15681 2.99631 -0.013 0.052 -0.079 0.14
H 5.05419 -1.48320 1.03372 -0.081 0.016 0.030 0.12
H 4.60699 -0.80104 -1.50177 0.026 -0.100 -0.069 0.14
H 1.93486 0.49703 -2.23785 0.017 0.039 0.037 0.05
H 2.36121 -1.20555 -2.54932 0.021 0.043 0.001 0.07
H 3.24823 0.11824 -3.31901 0.024 -0.045 0.003 0.09
H 3.55566 1.90651 -0.60184 -0.154 0.118 0.026 0.07
H 4.66991 1.68415 -1.94455 0.022 -0.038 0.021 0.09
H 5.14808 1.21805 -0.30452 -0.004 0.045 -0.022 0.09
F 1.45121 3.40704 1.22603 -0.095 -0.022 -0.349 0.21
B 1.09687 3.66016 -0.04863 0.020 0.597 0.295 -1.02
F 2.05565 3.84757 -0.96089 -0.097 -0.207 0.167 0.23
F -0.08055 4.27219 -0.26487 0.163 -0.271 0.127 0.22
F 0.59339 1.93072 -0.52521 0.296 0.237 -0.257 -0.31
```
Positions in Å, forces in eV/Å.